No. 1
Here is a cluster of 2 separate species, C5H10O2 in total from OMol25. Energies are from wB97M-V/def2-TZVPD.

Relative energy (zero: lowest compared OMol25 entry of this formula, charge and spin) = 82.70 kcal/mol
Highest occupied orbital energy = -0.3332 Eh
HOMO-LUMO gap = 9.96 eV
Calculated total energy = -9439.457 eV

The geometry in ORCA input format:
```
! wB97M-V def2-TZVPD RIJCOSX def2/J DEFGRID3
* xyz 0 1
H -0.25 -1.02 1.48
H -1.83 2.26 -0.54
C -1.54 1.25 -0.25
O 2.03 0.84 -0.12
C -0.02 -0.24 0.76
H 1.79 -1.23 0.06
C -0.61 1.16 0.96
C -0.12 -0.44 -0.74
H -2.45 0.66 -0.07
C 1.23 -0.30 -0.05
H 0.18 1.92 0.86
H 2.64 0.71 -0.86
H -0.37 -1.37 -1.22
H 0.91 -3.15 -0.42
H -1.10 1.28 1.93
O -0.76 0.68 -1.30
H 0.18 -3.21 -0.40
*
```

Löwdin population analysis, charges in e, atoms 1 to 6:
1 H 0.136
2 H 0.123
3 C -0.179
4 O 0.007
5 C -0.163
6 H 0.115


No. 2
Here is an isolated molecule of C5H10O2 from OMol25. Energies are from wB97M-V/def2-TZVPD.

Relative energy (zero: lowest compared OMol25 entry of this formula, charge and spin) = 33.42 kcal/mol
Highest occupied orbital energy = -0.3691 Eh
HOMO-LUMO gap = 11.01 eV
Calculated total energy = -9441.594 eV

The geometry in ORCA input format:
```
! wB97M-V def2-TZVPD RIJCOSX def2/J DEFGRID3
* xyz 0 1
H -0.83 1.78 -0.06
O -1.55 -2.08 0.07
C -1.60 -0.71 -0.22
C -0.30 -0.18 -0.88
H 2.12 1.50 0.20
H -0.65 -2.38 -0.14
H -1.82 -0.14 0.70
C 0.04 1.27 -0.48
H -2.44 -0.53 -0.91
H 0.95 1.66 1.51
O 0.82 -0.96 -0.45
C 1.17 1.12 0.58
H 0.56 -0.71 1.59
H -0.35 -0.34 -1.96
C 1.24 -0.39 0.79
H 2.24 -0.77 0.99
H 0.39 1.86 -1.33
*
```

Löwdin population analysis, charges in e, atoms 1 to 6:
1 H 0.109
2 O -0.056
3 C -0.219
4 C -0.305
5 H 0.108
6 H 0.081


No. 3
Here is a cluster of 2 separate species, C5H10O2 in total in a non-equilibrium geometry from OMol25. Energies are from wB97M-V/def2-TZVPD.

Relative energy (zero: lowest compared OMol25 entry of this formula, charge and spin) = 76.81 kcal/mol
Highest occupied orbital energy = -0.3165 Eh
HOMO-LUMO gap = 9.60 eV
Calculated total energy = -9439.712 eV

The geometry in ORCA input format:
```
! wB97M-V def2-TZVPD RIJCOSX def2/J DEFGRID3
* xyz 0 1
C 1.87 0.50 -0.84
C 1.88 -0.32 0.20
H 2.24 0.14 -1.79
H -0.90 0.95 1.95
H -2.66 -0.34 -0.85
H 1.04 2.01 -0.11
H 2.57 -1.12 0.02
H -0.97 -1.83 0.59
C -1.00 0.21 1.16
H -1.68 0.65 -1.98
H -0.71 -1.44 2.39
O 1.53 1.80 -0.90
O -1.17 0.83 -0.04
C -0.91 -1.09 1.39
H 1.54 -0.10 1.21
H -1.01 -0.86 -1.30
C -1.65 0.01 -1.10
*
```

Löwdin population analysis, charges in e, atoms 1 to 6:
1 C -0.295
2 C -0.011
3 H 0.109
4 H 0.124
5 H 0.100
6 H 0.091


No. 4
Here is an isolated molecule of C5H10O2 from OMol25. Energies are from wB97M-V/def2-TZVPD.

Relative energy (zero: lowest compared OMol25 entry of this formula, charge and spin) = 43.33 kcal/mol
Highest occupied orbital energy = -0.3537 Eh
HOMO-LUMO gap = 10.53 eV
Calculated total energy = -9441.164 eV

The geometry in ORCA input format:
```
! wB97M-V def2-TZVPD RIJCOSX def2/J DEFGRID3
* xyz 0 1
H -1.82 0.63 -1.18
H -1.02 2.01 -0.40
C 2.16 -0.10 0.10
H 2.99 0.34 0.66
H -2.23 -0.16 1.21
C -0.35 -1.36 -0.39
H -0.22 1.11 -1.73
O -1.11 -1.68 -1.28
H -1.19 1.16 1.79
C -0.85 1.02 -0.84
H -0.81 -0.50 2.26
H 2.23 0.23 -0.95
O 0.99 0.35 0.74
H 0.35 -2.11 0.03
C -1.20 0.12 1.45
H 2.29 -1.19 0.14
C -0.30 0.05 0.21
*
```

Löwdin population analysis, charges in e, atoms 1 to 6:
1 H 0.088
2 H 0.089
3 C -0.098
4 H 0.093
5 H 0.096
6 C -0.190


No. 5
Here is a structure of composition C5H10O2 from OMol25. Energies are from wB97M-V/def2-TZVPD.

Relative energy (zero: lowest compared OMol25 entry of this formula, charge and spin) = 82.48 kcal/mol
Highest occupied orbital energy = -0.3520 Eh
HOMO-LUMO gap = 10.55 eV
Calculated total energy = -9439.466 eV

The geometry in ORCA input format:
```
! wB97M-V def2-TZVPD RIJCOSX def2/J DEFGRID3
* xyz 0 1
H -2.09 -1.46 0.39
C -1.87 0.55 -0.45
H -3.23 -0.19 0.90
H 0.24 -1.09 -1.30
O 0.83 -0.87 0.72
C 0.54 -0.33 -0.57
H -1.57 -0.22 1.55
H 2.04 0.62 1.55
H 2.53 0.09 -1.45
H 1.69 1.50 -0.73
H -1.89 0.10 -1.47
H 2.91 -0.80 0.87
O -1.67 1.73 -0.28
C 1.85 0.42 -0.67
H -0.17 0.48 -0.49
C 2.06 -0.13 0.75
C -2.19 -0.41 0.67
*
```

Löwdin population analysis, charges in e, atoms 1 to 6:
1 H 0.087
2 C -0.383
3 H 0.090
4 H 0.138
5 O -0.115
6 C -0.232


No. 6
Here is a cluster of 3 separate species, C5H10O2 in total from OMol25. Energies are from wB97M-V/def2-TZVPD.

Relative energy (zero: lowest compared OMol25 entry of this formula, charge and spin) = 109.37 kcal/mol
Highest occupied orbital energy = -0.3477 Eh
HOMO-LUMO gap = 10.18 eV
Calculated total energy = -9438.300 eV

The geometry in ORCA input format:
```
! wB97M-V def2-TZVPD RIJCOSX def2/J DEFGRID3
* xyz 0 1
C -1.55 0.32 0.12
O 1.18 0.01 2.16
C 0.42 1.13 1.67
C -0.46 0.21 0.87
H -2.03 -0.56 -0.29
H 1.86 -0.38 -1.27
H 1.04 1.83 1.10
H -0.09 1.67 2.48
H -1.51 -0.35 -2.77
H -2.00 1.29 -0.09
C 0.40 -0.92 1.38
H 1.00 -1.44 0.63
O 0.10 -1.47 -2.29
H 0.07 0.56 -2.36
H -0.11 -1.67 2.01
C -0.45 -0.41 -2.48
H 2.12 0.20 -0.88
*
```

Löwdin population analysis, charges in e, atoms 1 to 6:
1 C 0.030
2 O -0.117
3 C -0.146
4 C -0.266
5 H 0.068
6 H 0.049


No. 7
Here is an isolated molecule of C5H10O2 in a non-equilibrium geometry from OMol25. Energies are from wB97M-V/def2-TZVPD.

Relative energy (zero: lowest compared OMol25 entry of this formula, charge and spin) = 58.03 kcal/mol
Highest occupied orbital energy = -0.3610 Eh
HOMO-LUMO gap = 10.84 eV
Calculated total energy = -9440.527 eV

The geometry in ORCA input format:
```
! wB97M-V def2-TZVPD RIJCOSX def2/J DEFGRID3
* xyz 0 1
C 0.44 -0.23 -0.51
H 1.74 -1.91 -0.20
H -1.45 -1.29 -0.84
O 0.32 1.20 -0.26
H -1.55 2.41 0.00
H -0.72 -1.68 0.72
O 2.86 -0.23 -0.14
C -1.18 1.43 -0.34
H 1.50 -0.96 1.26
C -1.49 0.34 0.66
C 1.65 -0.88 0.17
H 0.58 -0.32 -1.59
C -0.88 -0.88 0.00
H 2.67 0.71 -0.06
H -2.39 0.29 1.26
H -0.66 0.72 1.27
H -1.44 1.29 -1.39
*
```

Löwdin population analysis, charges in e, atoms 1 to 6:
1 C -0.315
2 H 0.133
3 H 0.115
4 O -0.160
5 H 0.126
6 H 0.112


No. 8
Here is an isolated molecule of C5H10O2 from OMol25. Energies are from wB97M-V/def2-TZVPD.

Relative energy (zero: lowest compared OMol25 entry of this formula, charge and spin) = 65.63 kcal/mol
Highest occupied orbital energy = -0.2993 Eh
HOMO-LUMO gap = 9.13 eV
Calculated total energy = -9440.197 eV

The geometry in ORCA input format:
```
! wB97M-V def2-TZVPD RIJCOSX def2/J DEFGRID3
* xyz 0 1
H -2.52 0.71 -1.84
H -0.83 -0.08 2.59
C -0.15 -0.94 -0.42
H -1.97 -0.05 1.23
H 2.62 -1.40 0.21
O 1.33 -0.15 1.27
H -1.54 1.31 -0.50
C 2.43 -0.34 0.40
H 2.25 0.16 -0.57
C 0.10 -0.30 0.73
H -0.76 1.02 -2.06
H -0.98 1.38 1.62
C -1.54 0.65 -1.38
O -1.33 -0.73 -1.08
H 0.53 -1.67 -0.86
C -0.99 0.29 1.58
H 3.29 0.11 0.89
*
```

Löwdin population analysis, charges in e, atoms 1 to 6:
1 H 0.090
2 H 0.092
3 C -0.128
4 H 0.091
5 H 0.091
6 O -0.092


No. 9
Here is a cluster of 2 separate species, C5H10O2 in total in a non-equilibrium geometry from OMol25. Energies are from wB97M-V/def2-TZVPD.

Relative energy (zero: lowest compared OMol25 entry of this formula, charge and spin) = 107.91 kcal/mol
Highest occupied orbital energy = -0.3656 Eh
HOMO-LUMO gap = 10.85 eV
Calculated total energy = -9438.364 eV

The geometry in ORCA input format:
```
! wB97M-V def2-TZVPD RIJCOSX def2/J DEFGRID3
* xyz 0 1
H -1.36 1.19 -1.29
H 0.59 1.83 1.42
O -0.76 0.70 0.68
C 1.31 0.44 -0.61
H 2.06 0.55 -1.40
C -0.60 -0.53 -0.05
C 0.80 -0.96 -0.36
C -0.49 0.77 -0.72
H 0.58 2.61 0.17
H 0.73 -1.43 -1.34
H 1.31 -1.60 0.36
H 1.81 0.82 0.29
O 1.06 2.57 1.01
H -2.62 -1.16 0.42
C -1.60 -1.54 0.35
H -1.54 -2.42 -0.29
H -1.28 -1.83 1.36
*
```

Löwdin population analysis, charges in e, atoms 1 to 6:
1 H 0.152
2 H 0.025
3 O -0.056
4 C -0.025
5 H 0.100
6 C -0.503


No. 10
Here is an isolated molecule of C5H10O2 from OMol25. Energies are from wB97M-V/def2-TZVPD.

Relative energy (zero: lowest compared OMol25 entry of this formula, charge and spin) = 119.98 kcal/mol
Highest occupied orbital energy = -0.2770 Eh
HOMO-LUMO gap = 8.27 eV
Calculated total energy = -9437.840 eV

The geometry in ORCA input format:
```
! wB97M-V def2-TZVPD RIJCOSX def2/J DEFGRID3
* xyz 0 1
H 0.25 -2.32 -0.70
H 1.85 -1.50 -0.45
C -1.53 1.10 0.21
H 0.65 1.17 1.38
O 0.97 0.93 -1.31
H 1.32 -0.23 2.29
H -0.85 1.94 0.04
C 0.77 -1.37 -0.58
H -0.16 -0.44 -2.40
C 1.12 0.20 1.31
H -1.85 1.03 1.25
H -1.61 -1.00 -0.34
C 0.23 -0.14 -1.40
C -0.90 -0.16 -0.28
H 2.01 0.31 0.70
O 0.19 -0.76 0.68
H -2.44 1.26 -0.39
*
```

Löwdin population analysis, charges in e, atoms 1 to 6:
1 H 0.123
2 H 0.127
3 C -0.043
4 H 0.092
5 O -0.197
6 H 0.102


Copy entry 3 word for word.
Here is a cluster of 2 separate species, C5H10O2 in total in a non-equilibrium geometry from OMol25. Energies are from wB97M-V/def2-TZVPD.

Relative energy (zero: lowest compared OMol25 entry of this formula, charge and spin) = 76.81 kcal/mol
Highest occupied orbital energy = -0.3165 Eh
HOMO-LUMO gap = 9.60 eV
Calculated total energy = -9439.712 eV

The geometry in ORCA input format:
```
! wB97M-V def2-TZVPD RIJCOSX def2/J DEFGRID3
* xyz 0 1
C 1.87 0.50 -0.84
C 1.88 -0.32 0.20
H 2.24 0.14 -1.79
H -0.90 0.95 1.95
H -2.66 -0.34 -0.85
H 1.04 2.01 -0.11
H 2.57 -1.12 0.02
H -0.97 -1.83 0.59
C -1.00 0.21 1.16
H -1.68 0.65 -1.98
H -0.71 -1.44 2.39
O 1.53 1.80 -0.90
O -1.17 0.83 -0.04
C -0.91 -1.09 1.39
H 1.54 -0.10 1.21
H -1.01 -0.86 -1.30
C -1.65 0.01 -1.10
*
```

Löwdin population analysis, charges in e, atoms 1 to 6:
1 C -0.295
2 C -0.011
3 H 0.109
4 H 0.124
5 H 0.100
6 H 0.091


Copy entry 9 word for word.
Here is a cluster of 2 separate species, C5H10O2 in total in a non-equilibrium geometry from OMol25. Energies are from wB97M-V/def2-TZVPD.

Relative energy (zero: lowest compared OMol25 entry of this formula, charge and spin) = 107.91 kcal/mol
Highest occupied orbital energy = -0.3656 Eh
HOMO-LUMO gap = 10.85 eV
Calculated total energy = -9438.364 eV

The geometry in ORCA input format:
```
! wB97M-V def2-TZVPD RIJCOSX def2/J DEFGRID3
* xyz 0 1
H -1.36 1.19 -1.29
H 0.59 1.83 1.42
O -0.76 0.70 0.68
C 1.31 0.44 -0.61
H 2.06 0.55 -1.40
C -0.60 -0.53 -0.05
C 0.80 -0.96 -0.36
C -0.49 0.77 -0.72
H 0.58 2.61 0.17
H 0.73 -1.43 -1.34
H 1.31 -1.60 0.36
H 1.81 0.82 0.29
O 1.06 2.57 1.01
H -2.62 -1.16 0.42
C -1.60 -1.54 0.35
H -1.54 -2.42 -0.29
H -1.28 -1.83 1.36
*
```

Löwdin population analysis, charges in e, atoms 1 to 6:
1 H 0.152
2 H 0.025
3 O -0.056
4 C -0.025
5 H 0.100
6 C -0.503


Which of these has the highest HOMO-LUMO gap?
number 2